Record 1
C3H14NO5S | ωB97M-V with the def2-TZVPD basis set

## Properties
- E_tot: -25894.700 eV
- E_LUMO: -0.122 Ha

```
! RIJCOSX wB97M-V def2-TZVPD def2/J DEFGRID3
* xyz 1 1
O -0.37 2.23 -1.65
C 0.45 1.88 -0.83
O 0.75 2.53 0.28
C 1.25 0.61 -1.06
C 1.54 -0.15 0.23
S 2.98 -1.23 -0.06
N 0.47 -0.17 -2.07
H 0.45 3.45 0.19
H 2.15 0.90 -1.58
H 1.66 0.56 1.04
H 0.69 -0.73 0.56
H 2.43 -2.45 0.05
H -0.22 -0.87 -1.78
H -0.05 0.54 -2.63
H 1.12 -0.61 -2.72
H -3.77 -0.57 2.29
H -2.77 0.24 1.45
O -3.68 -0.05 1.49
H -3.00 -1.15 0.25
H -3.36 -2.60 -0.28
O -2.89 -1.79 -0.48
H -1.48 -2.23 2.59
H -1.89 -1.56 3.87
O -1.53 -1.36 3.00
*
```

Record 2
C26H36BrF5NO8 | ωB97M-V with the def2-TZVPD basis set

## Properties
- E_tot: -129014.412 eV
- E_LUMO: -0.215 Ha

```
! RIJCOSX wB97M-V def2-TZVPD def2/J DEFGRID3
* xyz 1 1
O 6.53 4.48 0.19
C 5.20 4.19 0.31
O 4.70 3.87 1.65
C 4.28 4.17 -1.05
C 4.54 2.92 -2.10
C 3.67 2.89 -3.49
N 2.64 3.98 -3.83
Br 1.79 3.77 -5.53
C 2.30 5.15 -2.91
C 1.21 6.33 -3.25
F 1.56 6.95 -4.55
F 1.31 7.43 -2.23
C -0.36 5.85 -3.24
C -1.12 5.62 -4.69
C -2.67 5.14 -4.90
C -3.59 4.89 -3.56
C -2.89 5.15 -2.07
C -3.91 4.93 -0.77
F -5.23 4.35 -1.21
F -4.23 6.30 -0.26
F -3.37 4.01 0.26
C -1.29 5.60 -1.89
C 3.13 5.27 -1.47
H 5.02 2.91 1.84
H 5.32 2.06 -1.93
H 3.86 1.99 -4.24
H -0.45 5.79 -5.66
H -3.18 4.95 -5.96
H -4.71 4.55 -3.70
H -0.79 5.76 -0.83
H 2.95 6.17 -0.71
C 1.09 -1.67 2.33
O 1.00 -1.77 0.91
C 0.68 -0.55 0.25
C 1.80 -0.03 -0.68
O 3.10 0.21 -0.16
C 3.79 -0.88 0.44
C 4.10 -2.14 -0.38
O 2.95 -2.76 -0.97
C 2.91 -2.71 -2.38
H 0.25 -2.19 2.79
H 2.01 -2.18 2.65
H 1.14 -0.63 2.68
H 0.38 0.23 0.96
H -0.19 -0.76 -0.37
H 1.45 0.94 -1.05
H 1.87 -0.64 -1.57
H 3.31 -1.13 1.38
H 4.76 -0.47 0.75
H 4.53 -2.88 0.30
H 4.87 -1.93 -1.13
H 3.62 -1.99 -2.81
H 1.90 -2.42 -2.70
H 3.11 -3.71 -2.79
C -3.20 -5.57 5.85
O -2.48 -5.21 4.68
C -2.11 -6.32 3.86
C -2.77 -6.33 2.47
O -4.19 -6.32 2.36
C -4.90 -5.23 2.95
C -4.61 -3.79 2.48
O -3.25 -3.40 2.57
C -2.61 -3.17 1.33
H -2.57 -5.40 6.73
H -4.07 -4.91 5.94
H -3.56 -6.61 5.85
H -2.27 -7.28 4.37
H -1.03 -6.23 3.70
H -2.45 -7.27 1.99
H -2.36 -5.56 1.83
H -4.84 -5.31 4.03
H -5.96 -5.43 2.73
H -5.18 -3.12 3.13
H -5.01 -3.64 1.46
H -3.16 -3.57 0.48
H -1.62 -3.64 1.36
H -2.45 -2.09 1.20
*
```

Record 3
C4H8O | ωB97M-V with the def2-TZVPD basis set

## Properties
- E_tot: -6319.209 eV
- Relative energy (zero: lowest compared OMol25 entry of this formula, charge and spin): 137.42 kcal per mole
- E_LUMO (alpha / beta): 0.021 / 0.020 Ha

```
! RIJCOSX wB97M-V def2-TZVPD def2/J DEFGRID3
* xyz 0 1
C 0.26 -0.02 -0.39
C 0.11 2.20 0.35
C -0.06 -2.18 -0.44
C -0.48 -0.01 0.74
O -1.09 -0.21 1.69
H -0.24 0.20 -1.32
H 1.33 -0.05 -0.30
H -0.90 2.58 0.25
H 0.75 2.57 -0.45
H 0.55 2.38 1.33
H 0.50 -2.40 -1.35
H -1.12 -2.41 -0.55
H 0.38 -2.64 0.44
*
```